# 1
Molecular formula: C17H40IrNP3Se
Method: DFT, ωB97M-V with the def2-TZVPD basis set

XYZ file:
```
63
Properties=species:S:1:pos:R:3:forces:R:3:lowdin_spin:R:1
H 2.56362 -2.35671 2.95006 -0.319 0.183 -0.353 0.004
C 2.55849 0.59597 2.39201 -0.185 0.054 -0.269 0.053
H 1.78703 0.78543 3.14191 0.132 0.034 -0.094 0.000
H 1.06144 -6.56550 -4.94600 -0.118 0.260 0.260 -0.001
H 1.59343 2.53378 -1.28564 -0.125 -0.607 0.425 0.015
C -1.95026 1.78681 -2.06507 0.200 -0.052 0.308 0.056
H 2.69270 -5.02367 -5.89087 -0.182 0.151 0.390 0.008
H 0.79819 -2.06065 2.92385 0.295 -0.209 -0.115 0.000
Ir 0.32199 0.26052 -0.13539 0.289 -1.076 -0.199 1.718
C -2.46566 -1.11919 -2.02742 0.232 0.178 0.241 0.022
H -3.57365 0.50942 1.88590 0.253 -0.088 -0.100 0.007
C 0.66677 -5.36231 -3.17370 0.603 -1.167 -1.239 0.078
H -1.06114 -0.07012 -4.40021 0.228 0.105 0.307 0.007
C -0.91315 0.14409 3.04961 -0.232 -0.211 0.241 0.035
H -2.03131 -2.13072 -1.96354 -0.200 0.336 -0.025 0.002
H -2.74848 -2.15643 2.14818 0.317 0.269 -0.191 0.007
H -0.08563 -5.99857 -2.72135 0.159 -0.224 -0.279 0.002
H 4.95713 -0.51920 -5.42625 -0.586 -0.141 0.610 0.000
H -3.04050 -1.04064 -2.97283 0.460 0.143 0.472 0.004
H 0.27141 -0.99832 -3.66695 -0.194 0.312 0.164 0.002
C 3.48642 -1.22321 0.30968 0.079 -0.019 0.238 0.042
H 2.75525 1.54035 1.85636 0.038 -0.426 0.230 0.001
H -2.57961 1.74542 1.10850 0.083 -0.142 0.083 0.001
H -2.77974 1.77780 -2.79391 0.418 -0.208 0.188 0.009
P -1.09351 0.13537 -1.95418 -0.948 -0.486 -2.386 0.205
N 1.12329 2.19649 -0.42910 0.000 0.967 -0.214 0.165
H 2.20119 -2.35111 -2.52026 0.051 -0.325 -0.171 0.004
P -1.32154 -0.33175 1.31878 -1.963 1.156 2.251 0.185
H 3.28893 -2.05418 -0.38842 -0.046 0.360 0.286 0.001
H 0.27002 2.73182 -0.35828 -0.076 0.748 0.122 0.013
H 3.35452 0.94957 -4.26340 0.007 0.007 0.155 0.000
H 3.35866 -0.14256 -2.75261 0.030 -0.151 -0.439 0.003
H -2.30501 -2.39454 0.44444 0.008 0.099 0.106 0.002
C 1.07064 -4.23073 -2.47308 -0.174 0.156 1.325 0.192
H -1.21604 2.54363 -2.38171 -0.237 -0.220 0.021 0.000
C 1.29043 -5.65090 -4.39647 -1.338 -0.686 0.987 0.034
C 2.56183 -3.58140 -4.27357 -0.194 0.889 1.201 0.028
C -2.83877 0.68284 1.08760 -0.282 -0.162 0.115 0.035
H 4.88072 -1.71319 -4.01312 0.041 0.341 0.052 0.000
C -1.93016 -2.06035 1.41574 0.217 -0.177 -0.201 0.041
C 3.67964 0.02872 -3.78893 0.375 -0.116 -0.278 0.002
H -3.34012 0.48304 0.13835 0.085 0.002 0.172 0.000
H 3.85069 -0.35741 -0.25321 0.040 -0.187 0.024 0.002
H 3.48508 0.30376 2.91711 -0.361 -0.110 -0.374 0.009
H 0.49536 -2.60584 -1.09193 0.021 -0.313 1.185 0.038
C -0.30177 -0.06030 -3.60003 -0.189 -0.041 -0.075 0.044
C 1.96966 -3.28390 -3.04168 0.525 0.048 -1.039 0.086
H -1.12771 -2.74575 1.71083 -0.100 0.176 0.047 0.001
H -3.15543 -0.96022 -1.18511 0.213 -0.231 -0.401 0.000
H 3.29792 -2.87698 -4.68973 -0.583 -0.508 0.132 -0.001
H 0.38358 0.77629 -3.76621 -0.045 -0.133 -0.040 0.001
H -1.72823 -0.11490 3.74283 0.139 0.007 -0.287 0.007
C 1.68574 -2.20187 2.29649 -0.254 0.252 -0.206 0.023
H -0.77495 1.22839 3.10227 -0.039 -0.098 -0.133 0.001
C 4.51705 -0.77781 -4.44419 0.246 0.196 -0.011 0.000
C 2.21875 -4.77509 -4.93402 0.740 0.323 -0.508 0.204
Se 0.48036 -4.05748 -0.63623 0.335 1.005 -2.592 0.377
P 1.96483 -0.71984 1.21503 2.229 -1.124 0.335 0.201
H 1.70187 2.44762 0.36417 0.101 0.340 0.010 0.012
H -0.00342 -0.32572 3.42857 -0.213 0.045 -0.101 0.001
H 4.27109 -1.55059 1.01559 -0.317 0.181 -0.252 0.007
H -2.36542 2.08448 -1.08888 0.187 -0.118 -0.436 0.001
H 1.55294 -3.10198 1.67141 0.123 0.435 0.326 0.006
```
Forces are in eV/Å.

Properties
- net charge = +3
- expectation value of S² = 6.02
- max |F| (eV/A) = 3.203
- energy above the lowest of the compared OMol25 structures with the same formula, charge and spin (eV) = 0.000
- E (eV) = -115791.2647
- HOMO (spin up / spin down) (eV) = -15.5210 / -17.4613
- 2S+1 = 5

---

# 2
Molecular formula: C17H40NNdOP3
Method: DFT, ωB97M-V with the def2-TZVPD basis set

XYZ file:
```
63
Properties=species:S:1:pos:R:3:forces:R:3:lowdin_spin:R:1
H -1.84236 -3.72713 1.80063 0.442 -0.298 0.117 0.000
H -2.84048 3.53526 1.52531 -0.057 0.065 -0.081 0.000
H -0.95733 -3.98312 -4.31555 -0.655 0.433 0.413 0.000
H -0.22192 -3.50548 3.70419 -0.065 -0.312 -0.091 0.000
H 3.57210 -1.96842 0.25020 -0.124 -0.105 -0.097 0.000
H 1.14235 -1.67538 -2.91401 0.056 0.156 -0.026 0.000
C -1.59684 -3.22498 -3.82385 -0.279 -0.404 -0.200 0.000
C 2.74008 -2.13200 -0.44002 -0.317 -0.169 0.311 0.000
H 3.98786 0.58762 -0.03596 -0.144 0.007 -0.278 0.000
H -2.38175 2.03957 -2.30250 -0.011 0.330 0.187 0.000
H 0.42853 3.14963 -1.89882 -0.093 0.231 0.051 0.000
C 0.09515 -3.84179 2.72010 -0.626 0.458 -1.124 0.000
C 0.80808 0.96260 4.20779 -0.388 -0.093 -0.202 -0.001
C -2.15956 -1.90401 -1.91786 0.095 -0.181 -0.311 0.000
H 1.98770 -2.75906 0.05475 0.258 -0.022 -0.066 0.000
H 2.61716 -1.20990 3.20289 0.074 0.120 -0.041 0.000
H -3.73662 -0.65184 -4.63051 0.130 -0.419 0.176 0.000
C -2.48299 -2.45141 -4.57670 0.325 1.382 -0.368 0.000
H -1.22027 4.15689 1.82360 0.031 0.098 -0.085 0.000
C -3.15371 -1.33995 -4.01296 0.361 -0.747 0.612 0.000
C -1.49764 -3.00813 -2.45237 0.649 0.580 0.232 0.000
H -0.40227 4.69320 -1.53034 0.166 -0.200 0.120 0.000
H 1.25606 0.08879 -3.15143 0.085 -0.173 -0.129 0.000
C 2.91180 -0.22175 2.83321 0.034 -0.447 -0.323 0.000
H 4.04123 0.30001 -1.81155 0.015 0.101 0.294 0.000
C -2.66835 2.70923 -1.47462 0.104 -0.345 0.209 -0.001
H 2.53759 2.44417 1.15533 0.097 0.052 0.007 0.000
H -2.13082 1.19842 2.66007 -0.082 -0.907 -0.220 0.000
H 0.40866 0.00988 4.57949 0.109 0.215 -0.010 0.000
H 1.15523 -4.02797 2.58632 -0.073 -0.182 0.045 0.000
C 0.01786 3.77656 -1.09518 -0.043 -0.345 0.139 -0.001
H -2.25540 4.92883 0.59383 0.029 0.002 -0.031 0.000
H 1.27814 3.14480 2.17410 0.049 0.069 0.053 0.000
H -3.10689 -0.00386 2.11682 0.320 -0.019 0.052 0.000
P 1.41520 0.75727 2.48069 0.479 0.061 1.203 -0.008
C 1.75440 -0.78797 -2.72119 -0.493 0.188 -0.016 -0.001
H 1.63130 1.27817 4.86428 -0.194 -0.077 -0.252 0.000
C 2.08643 2.41040 2.14799 -0.126 0.229 -0.397 -0.001
H 0.01719 1.72081 4.25090 0.123 -0.115 0.073 0.000
P 1.99160 -0.53816 -0.92368 0.983 -0.545 -0.707 -0.009
H -1.86797 -0.33978 3.13087 -0.062 0.035 -0.257 0.000
H -0.76338 -3.57115 -1.84965 -0.551 0.192 -0.271 0.000
H 2.84066 2.69471 2.88366 -0.051 -0.059 0.022 0.000
O -1.83717 -1.49597 -0.56811 0.698 -0.517 0.567 -0.004
C -0.77113 -3.94917 1.68790 0.264 0.788 0.340 0.000
H -2.92272 3.69779 -1.87841 0.086 -0.216 0.105 0.000
N -2.11952 0.21474 2.30536 -0.102 0.891 0.419 -0.005
C -3.01378 -1.07356 -2.63075 0.546 0.184 -0.714 0.000
H 3.09609 -2.64969 -1.33497 0.054 0.078 0.153 0.000
C -1.96600 3.98067 1.04654 0.089 -0.390 0.135 -0.002
H -1.20559 -2.13197 -0.14700 -1.073 -0.649 -0.523 0.000
H 2.73358 -0.90391 -3.19709 -0.167 -0.040 0.070 0.000
H -3.55795 2.27511 -0.99314 0.171 0.220 -0.124 0.000
Nd -0.53745 0.24376 0.25436 -0.058 -0.314 0.764 3.049
H -2.47697 -2.53328 -5.66930 -0.258 -0.280 0.493 0.000
C 3.40807 0.59981 -0.96758 0.001 0.479 0.134 -0.002
H -0.45794 -4.22426 0.67030 0.035 -0.239 0.535 0.000
H 3.05094 1.62220 -1.14884 0.221 -0.149 -0.020 0.000
H 3.51553 -0.36424 1.93404 -0.017 0.017 0.145 0.000
P -1.30986 2.84233 -0.22333 -0.590 1.867 -0.866 -0.011
H 0.83518 4.01788 -0.40252 -0.252 0.060 -0.152 0.000
H -3.42568 -0.14816 -2.20399 -0.027 -0.654 -0.038 0.000
H 3.52656 0.26636 3.59831 -0.203 0.021 -0.155 0.000
```
Forces are in eV/Å.

Properties
- net charge = +3
- expectation value of S² = 3.75
- max |F| (eV/A) = 2.141
- energy above the lowest of the compared OMol25 structures with the same formula, charge and spin (eV) = 0.715
- E (eV) = -64933.5088
- HOMO (spin up / spin down) (eV) = -17.3848 / -17.3897
- 2S+1 = 4

---

# 3
Molecular formula: C17H40NP3SeY
Method: DFT, ωB97M-V with the def2-TZVPD basis set

XYZ file:
```
63
Properties=species:S:1:pos:R:3:forces:R:3:mulliken_charge:R:1
C 0.87489 3.29290 -1.56584 0.663 -0.212 1.094 0.411
H -0.96469 2.42321 2.37750 -0.475 -0.157 0.304 0.306
P 1.24712 -0.11030 2.56691 1.096 0.529 0.640 1.174
H 0.45318 1.06949 4.59000 0.072 -0.295 -0.097 0.477
H -2.88054 -1.41236 3.87208 -0.043 -0.103 -0.243 0.353
H -1.30047 3.50455 -1.29937 0.597 0.048 -0.560 0.561
C 2.96869 -0.57482 -0.73427 0.062 0.231 -0.018 -1.029
C -3.57229 2.49793 -4.78905 -0.205 -0.811 0.067 -0.555
C 0.38354 3.25582 -4.27384 -0.902 -0.180 0.178 -0.312
H -3.06072 -3.69895 0.78031 0.172 0.174 -0.255 0.414
C 2.31863 -1.59522 2.73640 -0.117 -0.316 -0.135 -1.462
P -1.71204 -1.93434 1.77010 -0.505 -1.092 0.156 1.028
H 0.30630 -2.17431 -2.90773 0.201 0.230 0.010 0.386
H 2.87373 -1.45039 3.67321 -0.082 -0.127 -0.269 0.595
H -2.57251 2.06683 2.33874 0.244 -0.039 -0.093 0.280
C 0.67665 0.02601 4.32034 -0.341 -0.003 -0.091 -1.443
C 1.60712 -3.07305 -0.43143 -0.092 -0.185 0.268 -1.213
H 2.16487 2.14764 2.85004 0.252 -0.247 0.058 0.400
H 0.05382 -3.63385 2.07095 -0.237 0.115 0.068 0.248
C -2.36864 -2.94650 0.37543 -0.060 0.211 -0.048 -1.130
H 1.73532 -2.51991 2.80637 0.254 0.273 0.015 0.272
H -3.21077 1.46532 -2.84740 0.062 0.204 -1.119 0.117
C 1.06468 -1.41494 -2.67034 -0.212 0.213 0.065 -1.210
C -0.68696 3.25997 -3.37231 -0.411 0.072 -0.194 0.572
H 3.48720 -0.90926 0.17253 -0.102 0.154 -0.331 0.324
H 2.98809 3.31042 -2.07960 -0.154 -0.088 -0.034 0.554
C 1.97079 3.29603 -2.46100 0.131 0.096 -0.033 -0.536
Se 1.06230 2.87772 0.21529 0.995 0.463 -0.155 -0.003
H 0.67321 -3.63283 -0.29731 0.187 0.177 -0.102 0.226
H 0.70847 -0.44013 -3.02646 0.104 -0.270 -0.100 0.326
C -0.75030 -3.21455 2.68770 0.272 0.140 0.027 -1.317
C -0.46428 3.40195 -2.01562 -1.233 -0.985 -0.859 -0.582
C 1.71245 3.25149 -3.82204 0.715 0.317 0.519 -0.478
H -1.55559 -3.45383 -0.16567 -0.261 0.175 0.219 0.300
H 3.29333 0.86936 3.43542 -0.174 0.258 -0.275 0.495
C -3.49302 1.45211 -3.92908 -0.642 0.532 -0.715 -0.291
H 3.55039 -0.87483 -1.61649 -0.046 0.086 0.308 0.505
H 3.04132 -1.69319 1.91772 -0.247 0.090 0.293 0.389
H -1.54039 1.05619 3.10123 -0.020 0.276 -0.207 0.183
H -3.23907 3.55179 -4.68677 -0.426 -0.828 0.382 0.318
H 2.54102 3.22160 -4.52911 -0.216 0.017 0.133 0.485
H -4.05326 2.29695 -5.76366 0.502 0.147 0.533 0.268
P 1.29564 -1.31674 -0.85271 0.367 -0.499 -0.564 1.166
H -1.70560 3.08880 -3.70853 0.384 0.459 -0.142 -0.480
N -1.63700 1.65255 2.27117 0.034 0.188 0.202 -0.630
H -3.91889 -1.10366 2.45763 0.093 -0.165 0.112 0.400
H 2.17658 -3.56658 -1.22813 -0.059 0.215 0.094 0.464
H 2.89569 0.52410 -0.71044 0.142 -0.308 -0.068 0.048
H -1.42029 -4.03487 2.97697 0.038 0.238 -0.140 0.532
Y -0.68161 0.44765 0.35641 0.084 -1.013 1.382 -0.168
H -0.30165 -2.80992 3.60405 -0.194 -0.071 -0.199 0.395
H 3.12244 1.21013 1.67162 -0.050 -0.042 0.416 0.322
H -3.64563 -2.77539 3.01165 0.169 0.213 -0.046 0.458
H -2.90282 -2.29777 -0.33749 0.008 -0.338 0.179 0.421
H 1.50773 -0.32450 4.94988 -0.331 0.172 -0.080 0.474
C 2.59338 1.15691 2.63579 -0.181 -0.017 -0.158 -1.428
H 2.01683 -1.67040 -3.15653 -0.320 -0.021 0.126 0.437
H 0.17439 3.24092 -5.33798 0.022 -0.078 0.032 0.503
H -0.81294 0.78236 -1.56094 -0.126 0.567 -0.802 0.057
H -3.88202 0.49000 -4.32969 0.326 0.710 0.642 0.246
H -0.20954 -0.59144 4.53233 0.283 0.143 -0.038 0.336
C -3.17705 -1.79081 2.88375 0.049 0.366 -0.166 -1.330
H 2.18083 -3.14905 0.49732 -0.117 -0.009 -0.183 0.374
```
Forces are in eV/Å.

Properties
- net charge = +3
- max |F| (eV/A) = 1.797
- energy above the lowest of the compared OMol25 structures with the same formula, charge and spin (eV) = 2.625
- E (eV) = -113995.4948
- HOMO (spin up / spin down) (eV) = -17.0073 / -17.0202